[1]
Molecular formula: C51H42Br2F4N5O3PS3SbZr
Method: DFT, ωB97M-V with the def2-TZVPD basis set

Geometry as ORCA input:
```
! RIJCOSX wB97M-V def2-TZVPD def2/J DEFGRID3
* xyz 1 1
Zr -1.38 -0.24 0.48
C 3.88 3.40 1.11
C 2.77 3.60 0.08
N 1.45 3.35 0.64
C 0.89 2.15 0.76
S -0.58 2.00 1.65
N 1.51 1.12 0.22
N 0.87 -0.07 0.30
C 1.62 -1.09 0.03
C 3.03 -0.89 -0.42
C 1.04 -2.41 0.17
C 1.84 -3.56 0.17
C 1.26 -4.80 0.24
C -0.13 -4.88 0.26
C -0.85 -3.70 0.28
N -0.30 -2.48 0.28
H 4.85 3.59 0.66
H 3.86 2.37 1.48
H 3.76 4.07 1.96
H 2.91 2.93 -0.76
H 2.78 4.62 -0.30
H 1.01 4.08 1.18
H 3.06 -0.03 -1.08
H 3.44 -1.77 -0.92
H 3.67 -0.64 0.44
H 2.91 -3.45 0.14
H 1.86 -5.70 0.27
H -0.65 -5.82 0.26
H -1.93 -3.76 0.27
F -2.94 -5.68 5.75
C -2.40 -4.62 5.18
C -1.33 -3.97 5.78
F -0.85 -4.41 6.93
C -0.76 -2.87 5.16
F 0.26 -2.28 5.77
C -1.23 -2.39 3.94
P -0.49 -0.90 3.13
C 1.29 -1.35 3.24
C 1.72 -2.67 3.39
C 3.07 -2.96 3.49
C 4.01 -1.94 3.44
C 3.60 -0.63 3.23
C 2.25 -0.34 3.11
C -0.77 0.25 4.53
C -2.07 0.31 5.03
C -2.39 1.16 6.07
C -1.41 1.98 6.63
C -0.12 1.93 6.13
C 0.21 1.07 5.09
C -2.34 -3.03 3.39
Br -3.20 -2.25 1.88
C -2.92 -4.13 4.00
F -3.97 -4.73 3.45
H 1.00 -3.48 3.42
H 3.39 -3.98 3.63
H 5.07 -2.16 3.56
H 4.32 0.17 3.17
H 1.93 0.67 2.90
H -2.85 -0.30 4.60
H -3.40 1.19 6.45
H -1.66 2.64 7.45
H 0.65 2.57 6.55
H 1.22 1.05 4.75
Br -2.53 -1.71 -1.76
C -1.09 -2.50 -2.79
C -1.38 -3.48 -3.72
C -0.31 -4.06 -4.38
C 0.98 -3.62 -4.10
C 1.13 -2.61 -3.17
N 0.11 -2.07 -2.50
H -2.40 -3.77 -3.93
H -0.48 -4.84 -5.11
H 1.84 -4.04 -4.60
H 2.11 -2.20 -2.94
O -2.63 0.95 -0.37
S -3.99 0.72 0.36
O -4.99 1.62 -0.10
O -4.22 -0.71 0.10
S -3.40 0.91 2.23
C 3.20 4.35 -3.60
C 1.97 4.88 -3.21
C 0.93 4.04 -2.85
C 1.09 2.66 -2.88
C 2.33 2.14 -3.25
C 3.37 2.98 -3.61
Sb -0.53 1.34 -2.28
C -1.94 2.98 -2.38
C -2.46 3.38 -3.61
C -3.40 4.40 -3.67
C -3.82 5.04 -2.51
C -3.28 4.67 -1.29
C -2.34 3.65 -1.23
C -1.03 0.55 -4.22
C -2.37 0.33 -4.54
C -2.71 -0.30 -5.73
C -1.72 -0.72 -6.61
C -0.39 -0.50 -6.30
C -0.05 0.14 -5.11
H 4.01 5.01 -3.88
H 1.82 5.95 -3.19
H -0.02 4.47 -2.55
H 2.49 1.06 -3.25
H 4.33 2.56 -3.91
H -2.12 2.91 -4.52
H -3.80 4.70 -4.63
H -4.56 5.82 -2.56
H -3.60 5.16 -0.38
H -1.93 3.37 -0.26
H -3.15 0.66 -3.87
H -3.76 -0.45 -5.98
H -1.99 -1.21 -7.53
H 0.39 -0.81 -6.99
H 1.00 0.33 -4.89
*
```

Calculated values
Kohn-Sham gap in eV: 7.03
Molecular weight in g/mol: 1348.9
F_max in Eh/bohr: 0.059
Highest occupied orbital energy in hartree: -0.3929

=====

[2]
Molecular formula: C51H43Cl2F12I2N7O5PRb
Method: DFT, ωB97M-V with the def2-TZVPD basis set

Geometry as ORCA input:
```
! RIJCOSX wB97M-V def2-TZVPD def2/J DEFGRID3
* xyz -2 1
Rb -0.12 1.19 -0.88
C -6.49 -1.30 -4.44
C -5.24 -0.52 -4.11
C -5.13 0.83 -4.38
C -3.97 1.52 -4.05
C -2.86 0.90 -3.43
N -1.81 1.67 -3.02
C -1.29 2.63 -3.82
C -1.13 2.39 -5.21
C -0.41 3.23 -6.03
C 0.17 4.39 -5.53
C 0.96 5.34 -6.40
C -0.05 4.69 -4.19
C -0.78 3.87 -3.32
C -1.08 4.33 -1.85
O -0.48 3.66 -0.86
C -0.69 5.85 -1.65
F 0.63 6.05 -1.83
F -1.34 6.72 -2.46
F -0.92 6.27 -0.38
C -2.66 4.29 -1.64
F -3.11 5.25 -0.78
F -3.07 3.14 -1.08
F -3.37 4.47 -2.77
C -2.95 -0.51 -3.20
C -4.14 -1.16 -3.54
C -1.70 -1.32 -2.76
O -1.02 -0.90 -1.68
C -2.06 -2.82 -2.51
F -3.07 -2.94 -1.63
F -1.03 -3.51 -1.98
F -2.43 -3.53 -3.62
C -0.71 -1.32 -4.01
F 0.20 -0.34 -3.92
F 0.03 -2.47 -4.10
F -1.32 -1.19 -5.21
H -7.25 -0.64 -4.86
H -6.92 -1.77 -3.55
H -6.30 -2.09 -5.16
H -5.95 1.37 -4.83
H -3.90 2.58 -4.25
H -1.54 1.48 -5.61
H -0.28 2.98 -7.08
H 1.29 4.83 -7.32
H 1.85 5.71 -5.89
H 0.37 6.21 -6.71
H 0.37 5.61 -3.83
H -4.24 -2.22 -3.39
N 4.51 0.20 1.62
C 3.41 0.95 1.79
N 3.09 1.52 0.65
C 4.03 1.06 -0.21
N 4.92 0.26 0.33
C 3.98 1.40 -1.64
C 5.08 1.29 -2.49
N 4.99 1.56 -3.78
C 3.80 1.95 -4.23
C 2.70 2.08 -3.38
N 2.79 1.80 -2.09
H 4.97 -0.41 2.27
H 2.88 1.06 2.72
H 6.04 0.97 -2.10
H 3.70 2.17 -5.28
H 1.73 2.40 -3.76
I 0.28 0.43 4.56
C 0.16 -0.77 6.30
C -0.28 -0.03 7.37
C -0.47 -0.59 8.64
C -0.23 -1.91 8.82
C 0.23 -2.71 7.75
C 0.43 -4.09 8.01
C 0.85 -4.93 7.03
C 1.09 -4.41 5.75
C 0.93 -3.08 5.43
P 1.33 -2.62 3.66
C -0.18 -3.27 2.86
C -1.05 -2.30 2.37
C -2.28 -2.65 1.84
C -2.65 -3.99 1.78
C -1.78 -4.97 2.23
C -0.55 -4.62 2.78
C 2.62 -3.86 3.30
C 3.74 -3.94 4.15
C 4.82 -4.74 3.82
C 4.83 -5.47 2.64
C 3.74 -5.39 1.79
C 2.64 -4.59 2.12
C 0.46 -2.17 6.45
H -0.49 1.02 7.22
H -0.83 0.04 9.45
H -0.38 -2.38 9.79
H 0.24 -4.45 9.02
H 1.00 -5.98 7.22
H 1.45 -5.08 4.99
H -0.76 -1.26 2.38
H -2.92 -1.88 1.43
H -3.60 -4.27 1.34
H -2.05 -6.01 2.16
H 0.11 -5.39 3.13
H 3.74 -3.37 5.07
H 5.67 -4.78 4.49
H 5.68 -6.08 2.38
H 3.73 -5.94 0.86
H 1.81 -4.52 1.43
O -2.32 0.34 0.42
H -1.91 -0.25 -0.26
H -2.74 1.01 -0.14
O 2.23 4.20 -0.21
H 1.34 4.06 -0.61
H 2.48 3.30 0.05
Cl 3.21 -1.75 -2.74
C 1.98 -2.34 -1.61
Cl 1.79 -1.30 -0.20
H 2.30 -3.31 -1.26
H 1.02 -2.36 -2.11
N 0.32 4.50 1.87
C -0.09 3.28 2.25
O 0.68 2.40 2.63
C -1.59 3.04 2.21
I -2.56 4.04 3.84
H 1.27 4.53 1.48
H -0.33 5.01 1.29
H -1.81 1.99 2.32
H -2.02 3.43 1.30
*
```

Calculated values
ΔE to the lowest compared entry with this formula, charge and spin in kcal/mol: 4.1
Kohn-Sham gap in eV: 4.44
Molecular weight in g/mol: 1503.1
F_max in Eh/bohr: 0.041
Highest occupied orbital energy in hartree: -0.0444

=====

[3]
Molecular formula: C51H43Co2NO5P
Method: DFT, ωB97M-V with the def2-TZVPD basis set

Geometry as ORCA input:
```
! RIJCOSX wB97M-V def2-TZVPD def2/J DEFGRID3
* xyz -1 1
C -6.72 0.69 0.00
C -5.72 -0.20 0.41
C -4.41 0.02 -0.01
C -4.09 1.13 -0.82
C -2.63 1.34 -1.19
C -2.40 0.56 -2.44
N -2.23 1.08 -3.65
C -2.61 2.47 -3.96
C -2.02 3.01 -5.27
C -2.06 2.02 -6.44
C -1.42 0.70 -6.02
C -2.09 0.12 -4.77
C -2.39 -0.90 -2.29
C -3.55 -1.69 -2.40
C -3.49 -3.05 -2.10
C -2.28 -3.64 -1.72
C -1.11 -2.87 -1.69
C -1.16 -1.52 -1.98
C -5.09 2.00 -1.23
C -6.40 1.79 -0.81
H -7.75 0.52 0.33
H -5.93 -1.08 1.03
H -3.63 -0.67 0.34
H -2.24 2.36 -1.24
H -3.71 2.56 -4.00
H -2.28 3.11 -3.14
H -2.57 3.92 -5.55
H -0.98 3.30 -5.09
H -3.10 1.85 -6.76
H -1.51 2.44 -7.29
H -1.51 -0.04 -6.84
H -0.35 0.85 -5.82
H -1.47 -0.73 -4.46
H -3.08 -0.29 -5.05
H -4.49 -1.21 -2.70
H -4.40 -3.65 -2.16
H -2.25 -4.69 -1.45
H -0.15 -3.33 -1.43
H -0.25 -0.90 -2.00
H -4.83 2.85 -1.87
H -7.19 2.47 -1.12
O -2.81 -0.47 3.44
C -1.70 -0.35 3.11
Co -0.08 -0.07 2.56
C 0.24 1.42 3.44
O 0.37 2.33 4.14
C 0.58 -1.38 3.49
O 0.94 -2.25 4.17
C 0.16 -0.79 0.95
C -0.32 0.59 0.83
C -1.46 1.25 0.36
C -1.86 2.44 1.15
C -3.18 2.62 1.63
C -3.47 3.67 2.48
C -2.48 4.58 2.86
C -1.18 4.40 2.38
C -0.88 3.36 1.52
Co 1.54 0.39 0.87
C 2.19 1.82 1.62
O 2.73 2.75 2.05
C 1.92 0.36 -0.81
O 2.13 0.30 -1.95
P 3.13 -0.88 1.56
C 3.98 -0.64 3.16
C 5.26 -1.18 3.37
C 5.92 -0.96 4.58
C 5.30 -0.20 5.59
C 4.03 0.34 5.37
C 3.37 0.12 4.16
C 2.80 -2.68 1.53
C 3.16 -3.54 2.57
C 2.91 -4.91 2.48
C 2.26 -5.42 1.35
C 1.89 -4.58 0.31
C 2.16 -3.21 0.39
C 4.60 -0.73 0.46
C 5.09 -1.79 -0.32
C 6.23 -1.61 -1.10
C 6.89 -0.37 -1.11
C 6.39 0.69 -0.34
C 5.25 0.51 0.44
H -0.22 -1.62 0.39
H -2.21 0.46 -0.09
H -3.95 1.88 1.40
H -4.48 3.77 2.87
H -2.71 5.41 3.51
H -0.39 5.08 2.68
H 0.14 3.23 1.15
H 5.74 -1.77 2.59
H 6.91 -1.38 4.74
H 5.82 -0.03 6.53
H 3.55 0.93 6.14
H 2.38 0.55 3.98
H 3.66 -3.14 3.46
H 3.21 -5.56 3.30
H 2.05 -6.49 1.29
H 1.39 -4.97 -0.58
H 1.88 -2.54 -0.43
H 4.59 -2.76 -0.31
H 6.60 -2.44 -1.70
H 7.78 -0.23 -1.72
H 6.90 1.65 -0.35
H 4.87 1.34 1.05
*
```

Calculated values
ΔE to the lowest compared entry with this formula, charge and spin in kcal/mol: 84.0
Kohn-Sham gap in eV: 3.94
Molecular weight in g/mol: 898.7
F_max in Eh/bohr: 0.125
Highest occupied orbital energy in hartree: -0.0562

=====

[4]
Molecular formula: C51H43NOP2RbS3Si
Method: DFT, ωB97M-V with the def2-TZVPD basis set

Geometry as ORCA input:
```
! RIJCOSX wB97M-V def2-TZVPD def2/J DEFGRID3
* xyz -1 1
Rb 10.61 16.92 13.82
C 10.49 12.59 14.22
Si 10.89 11.11 13.21
C 9.80 9.70 13.82
C 9.72 8.93 14.97
C 8.87 7.82 14.90
C 8.15 7.47 13.77
C 8.18 8.31 12.63
C 9.00 9.41 12.67
P 9.30 10.71 11.45
C 7.94 11.80 11.49
C 6.66 11.51 12.02
C 5.62 12.44 11.95
C 5.84 13.76 11.58
C 7.13 14.06 11.09
C 8.15 13.12 11.01
C 9.40 9.68 9.95
C 8.54 10.00 8.91
C 8.53 9.20 7.75
C 9.30 8.11 7.58
C 10.10 7.72 8.66
C 10.21 8.54 9.82
C 12.60 10.73 12.88
C 13.12 9.51 13.35
C 14.42 9.44 13.84
C 15.29 10.55 13.63
C 14.86 11.66 12.91
C 13.53 11.78 12.51
P 12.97 13.02 11.23
C 13.98 12.33 9.95
C 14.55 11.07 9.79
C 15.39 10.78 8.70
C 15.46 11.64 7.66
C 14.73 12.83 7.64
C 14.01 13.21 8.83
C 14.02 14.35 11.85
C 13.69 14.84 13.11
C 14.15 16.11 13.44
C 15.04 16.78 12.57
C 15.59 16.16 11.47
C 15.05 14.92 11.11
H 11.04 12.55 15.21
H 9.42 12.63 14.40
H 10.82 13.48 13.62
H 10.48 9.13 15.73
H 8.72 7.23 15.83
H 7.57 6.54 13.72
H 7.61 8.05 11.77
H 6.46 10.52 12.42
H 4.66 12.10 12.33
H 5.04 14.51 11.58
H 7.37 15.07 10.76
H 9.07 13.47 10.57
H 7.90 10.86 8.97
H 7.72 9.37 7.02
H 9.36 7.54 6.66
H 10.79 6.86 8.63
H 10.89 8.21 10.63
H 12.53 8.60 13.38
H 14.68 8.48 14.21
H 16.35 10.57 13.99
H 15.62 12.37 12.57
H 14.31 10.25 10.43
H 15.98 9.85 8.73
H 16.10 11.42 6.82
H 14.64 13.48 6.75
H 13.46 14.13 8.85
H 13.06 14.20 13.71
H 13.98 16.48 14.47
H 15.41 17.78 12.84
H 16.36 16.60 10.85
H 15.47 14.40 10.24
S 12.16 15.68 16.62
C 11.11 17.00 16.83
N 9.77 17.00 16.56
C 9.18 18.18 17.01
C 7.82 18.48 17.17
C 7.46 19.81 17.52
C 8.37 20.68 18.09
C 9.74 20.37 18.04
C 10.17 19.16 17.50
S 11.79 18.57 17.19
H 7.03 17.80 16.98
H 6.42 20.11 17.37
H 8.08 21.67 18.48
H 10.47 21.07 18.42
C 11.00 19.02 9.73
S 9.77 19.51 10.95
O 9.43 18.40 11.95
C 10.74 20.68 11.85
C 10.30 21.97 12.00
C 11.00 22.87 12.84
C 12.22 22.46 13.39
C 12.62 21.12 13.28
C 11.89 20.26 12.47
H 11.85 18.63 10.39
H 11.34 19.85 9.09
H 10.55 18.21 9.20
H 9.39 22.25 11.54
H 10.56 23.89 12.98
H 12.82 23.20 13.90
H 13.41 20.69 13.87
H 12.17 19.25 12.30
*
```

Calculated values
ΔE to the lowest compared entry with this formula, charge and spin in kcal/mol: 41.7
Kohn-Sham gap (spin up / spin down) in eV: 1.64 / 2.17
Molecular weight in g/mol: 957.6
F_max in Eh/bohr: 0.067
Highest occupied orbital energy (spin up / spin down) in hartree: -0.0102 / -0.0322

=====

What is the formula in the second record?
C51H43Cl2F12I2N7O5PRb

=====

What is the molecular weight in the fourth record?
957.6 g/mol

=====

Which value of molecular weight does entry 3 give?
898.7 g/mol